Below is a single C3H3ClS molecule in a non-equilibrium geometry, with properties calculated with ωB97M-V/def2-TZVPD.

## Properties
ΔE to the lowest compared entry with this formula, charge and spin (kJ/mol): 165.0
Structure (SMILES): C=C(Cl)C=S
LUMO energy (eV): -1.7
Highest occupied orbital energy (eV): -8.9037

Positions of all 8 atoms, in Å:
C 1.2406 0.6432 0.0309
C -0.3183 0.3221 0.1638
Cl -1.2106 1.6986 0.0700
C -0.8034 -1.0096 0.0811
S -2.4363 -1.3313 0.0153
H 1.5070 1.6513 -0.1672
H 2.0341 -0.1136 -0.1389
H -0.0131 -1.8609 -0.0550